# 1
Molecular formula: C2H3N3S2
Method: DFT, wB97M-V/def2-TZVPD

Each line ends with the natural charge from an NBO analysis.
Positions of all 10 atoms, in Å:
S (-1.06, 2.14, -0.42)  0.21
N (0.05, 1.22, 0.43)  -0.76
C (0.17, -0.42, -0.20)  0.17
N (-0.86, -1.05, -0.61)  -0.30
N (-0.57, -2.28, -1.00)  -0.23
C (0.67, -2.58, -0.89)  -0.15
S (1.67, -1.30, -0.24)  0.35
H (-2.06, 1.95, 0.44)  0.11
H (0.99, 1.57, 0.27)  0.37
H (1.08, -3.53, -1.16)  0.23

Summary:
E_LUMO: 0.39 eV
Multiplicity: 1
Net charge: 0
HOMO level: -9.15 eV
Maximum force: 4.99 eV/A

# 2
Molecular formula: C2H3N4
Method: DFT, wB97M-V/def2-TZVPD

Each line ends with the natural charge from an NBO analysis.
Positions of all 9 atoms, in Å:
C (1.54, 0.17, 0.12)  0.14
C (0.14, -0.06, -0.09)  -0.68
N (2.98, -1.28, 0.13)  -0.35
N (2.34, 1.17, -0.02)  -0.33
N (3.88, -0.44, -0.06)  -0.10
N (3.65, 0.88, -0.07)  -0.31
H (-0.43, 0.91, 0.17)  0.19
H (-0.02, -0.43, -1.19)  0.21
H (-0.22, -0.71, 0.65)  0.21

Summary:
E_LUMO: 4.33 eV
Multiplicity: 1
Net charge: -1
HOMO level: -2.92 eV
Maximum force: 5.44 eV/A

# 3
Molecular formula: C2H3N4
Method: DFT, wB97M-V/def2-TZVPD

Each line ends with the natural charge from an NBO analysis.
Positions of all 9 atoms, in Å:
C (0.75, -1.16, -0.04)  0.23
C (0.40, 1.06, 0.18)  0.67
N (1.01, 0.06, 0.29)  -0.30
N (-0.23, -1.88, -0.11)  0.09
N (-1.24, -2.39, -0.40)  -0.32
N (0.26, 2.27, 0.10)  -0.68
H (-1.47, -3.31, -0.18)  0.39
H (-0.10, 2.74, 0.89)  0.46
H (0.61, 2.61, -0.74)  0.45

Summary:
E_LUMO (alpha / beta): -4.91 / -4.91 eV
Multiplicity: 1
Net charge: +1
HOMO level (alpha / beta): -13.68 / -13.68 eV
Maximum force: 4.57 eV/A

# 4
Molecular formula: C2H3N4O
Method: DFT, wB97M-V/def2-TZVPD

Each line ends with the natural charge from an NBO analysis.
Positions of all 10 atoms, in Å:
C (-4.24, -0.49, 0.38)  0.17
C (3.55, -1.37, 0.18)  0.21
N (-3.13, -0.43, 0.60)  -0.38
N (-1.45, -1.54, -0.50)  0.35
N (-0.50, -0.98, -0.39)  -0.05
N (2.67, -0.72, -0.21)  0.16
O (1.72, -0.05, -0.64)  -0.46
H (-5.24, -0.27, 0.18)  0.25
H (4.17, -2.13, 0.63)  0.30
H (0.48, -0.41, -0.50)  0.46

Summary:
E_LUMO: -4.54 eV
Multiplicity: 1
Net charge: +1
HOMO level: -16.06 eV
Maximum force: 5.32 eV/A

# 5
Molecular formula: C2H3N4S2
Method: DFT, wB97M-V/def2-TZVPD

Each line ends with the natural charge from an NBO analysis.
Positions of all 11 atoms, in Å:
C (0.56, 0.11, 0.32)  0.21
C (-0.99, 0.19, 0.13)  -0.49
N (2.44, -0.71, 0.61)  -0.16
N (1.13, -0.96, 0.90)  -0.42
N (1.39, 0.92, -0.27)  -0.38
N (2.57, 0.39, -0.04)  -0.15
S (-1.46, -1.51, -0.41)  -0.13
S (-1.33, 1.49, -1.09)  0.00
H (-1.47, 0.52, 1.11)  0.22
H (-0.21, -1.92, -0.03)  0.20
H (-2.63, 1.47, -1.23)  0.09

Summary:
E_LUMO: 3.20 eV
Multiplicity: 1
Net charge: -1
HOMO level: -5.34 eV
Maximum force: 2.53 eV/A

# 6
Molecular formula: C2H3N8
Method: DFT, wB97M-V/def2-TZVPD

Each line ends with the natural charge from an NBO analysis.
Positions of all 13 atoms, in Å:
C (1.90, -0.10, -0.04)  0.19
C (0.37, -0.06, 0.03)  -0.06
N (3.75, 0.62, -0.29)  -0.17
N (2.55, 0.96, -0.55)  -0.35
N (2.66, -0.98, 0.51)  -0.36
N (3.87, -0.54, 0.32)  -0.18
N (-0.47, -2.05, 0.42)  -0.35
N (-0.29, 1.95, -0.69)  -0.33
N (0.00, -1.06, 0.98)  -0.09
N (0.02, 1.29, 0.37)  -0.10
H (-0.11, -0.61, -0.90)  0.18
H (-0.44, -2.81, 1.16)  0.31
H (-0.47, 2.94, -0.48)  0.30

Summary:
E_LUMO: 3.81 eV
Multiplicity: 1
Net charge: -1
HOMO level: -4.93 eV
Maximum force: 4.62 eV/A

# 7
Molecular formula: C2H3NO
Method: DFT, wB97M-V/def2-TZVPD

Each line ends with the natural charge from an NBO analysis.
Positions of all 7 atoms, in Å:
C (-2.59, 0.08, 0.11)  0.07
C (1.20, 0.00, -0.03)  0.10
N (-3.62, -0.34, 0.06)  -0.32
O (2.49, -0.02, -0.01)  -0.65
H (-1.63, 0.60, 0.02)  0.25
H (1.10, -1.15, -0.40)  0.07
H (3.05, 0.84, 0.25)  0.49

Summary:
E_LUMO: 0.31 eV
Multiplicity: 1
Net charge: 0
HOMO level: -9.41 eV
Maximum force: 6.09 eV/A

# 8
Molecular formula: C2H3NO
Method: DFT, wB97M-V/def2-TZVPD

Each line ends with the natural charge from an NBO analysis.
Positions of all 7 atoms, in Å:
C (-1.60, -0.65, 0.15)  0.19
C (-0.21, -0.04, -0.07)  -0.68
N (-3.73, 0.29, -0.07)  -0.13
O (-2.61, -0.09, 0.01)  -0.08
H (0.34, -0.83, -0.55)  0.24
H (0.12, 0.18, 1.03)  0.24
H (-0.23, 0.84, -0.58)  0.21

Summary:
E_LUMO (alpha / beta): -0.21 / -0.16 eV
Multiplicity: 1
Net charge: 0
HOMO level (alpha / beta): -8.63 / -8.60 eV
Maximum force: 5.02 eV/A

# 9
Molecular formula: C2H3NO
Method: DFT, wB97M-V/def2-TZVPD

Each line ends with the natural charge from an NBO analysis.
Positions of all 7 atoms, in Å:
C (-1.98, 0.07, 0.21)  0.52
C (0.46, -0.15, 0.03)  -0.22
N (-0.74, 0.37, -0.15)  -0.58
O (-2.96, 0.05, -0.47)  -0.51
H (1.36, 0.34, -0.05)  0.19
H (0.65, -1.26, 0.04)  0.18
H (-0.69, 1.41, -0.18)  0.42

Summary:
E_LUMO (alpha / beta): -0.21 / 0.17 eV
Multiplicity: 1
Net charge: 0
HOMO level (alpha / beta): -7.49 / -7.98 eV
Maximum force: 4.30 eV/A

# 10
Molecular formula: C2H3NO
Method: DFT, wB97M-V/def2-TZVPD

Each line ends with the natural charge from an NBO analysis.
Positions of all 7 atoms, in Å:
C (-1.27, 0.86, 0.34)  0.28
C (1.37, 0.03, -0.01)  0.25
N (-1.74, -0.18, 0.10)  -0.72
O (0.80, -0.74, 0.73)  -0.50
H (1.51, -0.20, -1.06)  0.12
H (1.42, 1.12, 0.36)  0.13
H (-2.10, -0.90, -0.46)  0.44

Summary:
E_LUMO: 0.77 eV
Multiplicity: 1
Net charge: 0
HOMO level: -10.08 eV
Maximum force: 3.02 eV/A

Number 1: E_tot -28260.7161 eV. Number 2: E_tot -8080.1968 eV. Number 3: E_tot -8070.0174 eV. Number 4: E_tot -10118.3536 eV. Number 5: E_tot -29753.5782 eV. Number 6: E_tot -14040.1043 eV. Number 7: E_tot -5655.7593 eV. Number 8: E_tot -5652.3060 eV. Number 9: E_tot -5656.2986 eV. Number 10: E_tot -5657.3834 eV.